{
  "formula": "C34H57N3O8",
  "method": "wB97M-V/def2-TZVPD",
  "symbols": ["C", "C", "C", "O", "O", "C", "C", "C", "C", "C", "C", "C", "C", "C", "O", "C", "C", "O", "C", "C", "C", "C", "C", "C", "C", "C", "O", "H", "H", "H", "H", "H", "H", "H", "H", "H", "H", "H", "H", "H", "H", "H", "H", "H", "H", "H", "H", "H", "H", "H", "H", "C", "O", "C", "C", "C", "N", "H", "H", "H", "H", "H", "H", "H", "H", "H", "H", "H", "C", "O", "C", "C", "C", "N", "H", "H", "H", "H", "H", "H", "H", "H", "H", "H", "H", "C", "O", "C", "C", "C", "N", "H", "H", "H", "H", "H", "H", "H", "H", "H", "H", "H"],
  "positions_angstrom": [[3.7169, 2.1017, 3.6115], [3.7947, 3.1228, 2.7708], [2.8153, 4.2070, 2.6867], [3.1168, 5.3402, 2.8788], [1.5523, 3.8382, 2.3895], [0.9766, 4.5319, 1.2697], [1.2656, 3.7885, -0.0038], [0.8426, 2.3219, 0.1071], [1.9968, 1.3383, 0.2136], [1.7853, 0.2083, 1.2249], [1.2588, -1.1265, 0.6957], [0.1596, -1.0495, -0.3122], [-1.1339, -1.2475, -0.0506], [-2.0874, -1.2026, -1.1648], [-3.0111, -1.9617, -1.2768], [-1.7674, -0.2077, -2.2150], [-2.8872, 0.5028, -2.9258], [-4.1369, 0.3907, -2.2858], [-4.2852, 0.8665, -1.0145], [-3.4390, 1.8002, -0.4322], [-3.6780, 2.2214, 0.8756], [-4.7513, 1.7139, 1.6057], [-5.5955, 0.7746, 1.0108], [-5.3646, 0.3470, -0.2934], [-0.4767, -0.0108, -2.4930], [0.5102, -0.7975, -1.7352], [1.4970, -1.2938, -2.2101], [2.8370, 1.9379, 4.2065], [4.5400, 1.4210, 3.7173], [4.6377, 3.2392, 2.1133], [1.3338, 5.5546, 1.2583], [-0.0931, 4.5629, 1.4379], [2.3214, 3.8760, -0.2473], [0.7270, 4.2811, -0.8017], [0.2300, 2.2216, 0.9956], [0.2139, 2.0954, -0.7448], [2.2878, 0.9634, -0.7613], [2.8479, 1.9071, 0.5661], [2.7423, 0.0258, 1.6984], [1.1372, 0.5809, 2.0094], [0.8475, -1.6768, 1.5362], [2.0744, -1.7323, 0.3230], [-1.5003, -1.4819, 0.9330], [-3.0390, 0.0595, -3.9007], [-2.5947, 1.5386, -3.0929], [-2.6062, 2.1928, -0.9825], [-3.0196, 2.9346, 1.3430], [-4.9269, 2.0327, 2.6175], [-6.4245, 0.3567, 1.5508], [-5.9929, -0.3907, -0.7572], [-0.1417, 0.6841, -3.2443], [3.6676, -5.1787, 1.8070], [3.3914, -4.6701, 3.1025], [4.5143, -4.2626, 3.8517], [5.0443, -2.8657, 3.5097], [5.8229, -2.8019, 2.1989], [3.9809, -1.8559, 3.4759], [4.6133, -5.7304, 1.7962], [3.6954, -4.3941, 1.0494], [2.8604, -5.8579, 1.5446], [4.1793, -4.2544, 4.8926], [5.3155, -5.0103, 3.7725], [5.7336, -2.5896, 4.3136], [5.1571, -2.8050, 1.3363], [6.4030, -1.8807, 2.1546], [6.5120, -3.6425, 2.1035], [3.5383, -1.8106, 4.3898], [3.2479, -2.2071, 2.8637], [0.0893, -7.5401, -2.1390], [0.0297, -6.1474, -2.3700], [-0.6376, -5.3883, -1.3829], [0.2079, -5.0410, -0.1516], [0.4083, -6.2071, 0.8113], [1.5111, -4.4761, -0.5148], [-0.8200, -7.8997, -1.6474], [0.9568, -7.8221, -1.5366], [0.1775, -8.0260, -3.1100], [-0.9140, -4.4535, -1.8773], [-1.5701, -5.8888, -1.0882], [-0.3452, -4.2640, 0.3861], [1.1644, -6.9034, 0.4480], [0.7461, -5.8387, 1.7793], [-0.5205, -6.7585, 0.9670], [1.3817, -3.6213, -1.0517], [1.9586, -5.1108, -1.1706], [-1.9305, 5.8842, -3.9862], [-2.3583, 4.7807, -3.2088], [-3.0656, 5.0995, -2.0252], [-4.5557, 5.4023, -2.2097], [-4.8417, 6.7831, -2.7915], [-5.2397, 4.3901, -3.0186], [-1.6489, 6.7290, -3.3502], [-2.6965, 6.2083, -4.6940], [-1.0561, 5.5638, -4.5516], [-2.9877, 4.2061, -1.4050], [-2.5594, 5.9153, -1.4899], [-4.9967, 5.3683, -1.2088], [-4.6686, 6.8088, -3.8673], [-5.8859, 7.0452, -2.6286], [-4.2212, 7.5501, -2.3241], [-5.1715, 3.4829, -2.5639], [-4.7304, 4.2836, -3.8915]],
  "mulliken_charge": [-0.728, 0.024, 0.538, -0.558, -0.300, -0.840, -1.181, 0.584, -1.128, -0.594, -1.336, 0.974, -0.424, 0.284, -0.623, 1.059, -1.090, -0.488, -0.104, 0.586, -1.061, -0.758, -0.451, -0.386, -1.179, 0.329, -0.631, 0.243, 0.294, 0.330, 0.496, 0.338, 0.520, 0.416, 0.380, -0.446, 0.590, 0.494, 0.228, 0.459, 0.394, 0.347, 0.608, 0.454, 0.345, 0.694, 0.513, 0.441, 0.403, 0.501, 0.476, -0.227, -0.347, -0.834, 0.308, -1.394, -0.319, 0.337, 0.043, -0.029, 0.332, 0.424, 0.414, 0.232, 0.338, 0.383, 0.254, 0.038, -0.654, -0.437, -0.519, 1.062, -2.098, -0.291, 0.294, 0.229, 0.279, 0.097, 0.494, -0.032, 0.438, 0.429, 0.418, 0.056, 0.317, -0.814, -0.291, 0.063, 0.328, -1.546, -0.722, 0.358, 0.246, 0.243, -0.458, 0.522, 0.415, 0.303, 0.381, 0.341, 0.199, 0.361],
  "gap_ev": 7.956,
  "multiplicity": 1
}



{
  "formula": "C34H58AsIN5ReS3Si3",
  "method": "wB97M-V/def2-TZVPD",
  "symbols": ["Re", "C", "Si", "C", "C", "C", "Si", "C", "C", "C", "Si", "C", "C", "C", "C", "C", "C", "C", "N", "H", "H", "H", "H", "H", "H", "H", "H", "H", "H", "H", "H", "H", "H", "H", "H", "H", "H", "H", "H", "H", "H", "H", "H", "H", "H", "H", "H", "I", "C", "C", "C", "C", "N", "C", "H", "H", "H", "H", "C", "N", "C", "C", "S", "N", "C", "C", "H", "H", "H", "H", "H", "H", "H", "H", "H", "H", "H", "H", "C", "As", "C", "C", "S", "H", "H", "H", "H", "H", "H", "H", "H", "H", "S", "C", "N", "C", "C", "C", "C", "C", "C", "H", "H", "H", "H", "H"],
  "positions_angstrom": [[-0.4001, 0.0103, 0.3380], [1.0971, -2.9323, 2.8026], [-0.4320, -1.9148, 3.1638], [-0.4951, -1.7506, 5.0227], [-1.9055, -2.9214, 2.6109], [-0.2950, -0.0765, 2.3192], [-1.5761, 1.0253, 3.4409], [-3.0578, 0.1589, 4.2088], [-2.2782, 2.4814, 2.5087], [-0.6067, 1.6861, 4.8972], [1.4819, 0.5906, 2.7855], [2.3266, 0.0363, 4.3430], [1.6191, 2.4628, 2.6283], [2.4924, -0.0046, 1.3073], [3.8792, -0.0563, 1.2322], [4.5054, -0.1615, 0.0006], [3.7184, -0.2250, -1.1414], [2.3455, -0.2320, -1.0104], [1.7442, -0.1259, 0.1890], [0.9011, -3.6492, 2.0069], [1.2931, -3.5183, 3.7050], [2.0106, -2.3826, 2.5771], [-0.5989, -2.7842, 5.3715], [-1.3376, -1.2003, 5.4313], [0.4243, -1.3674, 5.4586], [-1.6437, -3.9591, 2.8412], [-2.1307, -2.8802, 1.5469], [-2.8177, -2.7065, 3.1659], [-3.9748, 0.6072, 3.8248], [-3.0150, 0.3772, 5.2791], [-3.1433, -0.9194, 4.1132], [-2.9974, 2.1782, 1.7465], [-1.5358, 3.1528, 2.0788], [-2.8386, 3.0592, 3.2503], [-0.2937, 0.8937, 5.5756], [-1.3467, 2.2868, 5.4367], [0.2357, 2.3442, 4.7036], [1.8615, 0.4321, 5.2432], [3.3298, 0.4743, 4.2953], [2.4386, -1.0414, 4.4481], [0.6864, 2.9641, 2.3686], [2.3643, 2.7218, 1.8721], [1.9705, 2.8950, 3.5671], [4.4665, 0.0280, 2.1376], [5.5854, -0.1716, -0.0704], [4.1566, -0.2630, -2.1293], [1.7065, -0.2692, -1.8852], [2.9925, 4.6265, -1.3415], [1.0728, 3.9183, -1.0044], [-0.0505, 4.7228, -1.1425], [-1.2914, 4.1637, -0.8811], [-1.3794, 2.8442, -0.4985], [-0.2946, 2.0458, -0.3591], [0.9094, 2.6048, -0.6145], [0.0384, 5.7600, -1.4392], [-2.1954, 4.7512, -0.9601], [-2.3366, 2.4129, -0.2751], [1.7784, 1.9846, -0.5006], [2.6041, -3.2500, -2.7872], [1.7022, -3.0750, -1.6437], [2.3083, -3.2387, -0.3290], [0.3996, -2.8740, -1.8060], [-0.7208, -2.0589, -0.6630], [-0.2319, -3.3775, -2.8572], [-1.5051, -2.8650, -3.3801], [0.1981, -4.6356, -3.4857], [3.5153, -2.6975, -2.5629], [2.1481, -2.8298, -3.6801], [2.8716, -4.2926, -2.9545], [2.3576, -4.2972, -0.0680], [1.7237, -2.7126, 0.4131], [3.3182, -2.8368, -0.3461], [-1.5617, -1.7901, -3.2511], [-2.3480, -3.3605, -2.8983], [-1.5258, -3.0833, -4.4462], [0.8594, -5.1833, -2.8220], [0.6854, -4.4630, -4.4444], [-0.6968, -5.2330, -3.6508], [1.2489, 0.3920, -7.0731], [0.5001, 1.4709, -5.6744], [-1.1762, 2.1422, -6.3267], [1.6596, 2.9856, -5.4531], [0.2749, 0.3800, -3.8751], [1.3506, 0.9902, -7.9777], [0.5868, -0.4505, -7.2607], [2.2250, 0.0303, -6.7574], [-1.0103, 2.6962, -7.2499], [-1.6125, 2.7989, -5.5768], [-1.8433, 1.3039, -6.5157], [1.7460, 3.5197, -6.3987], [2.6392, 2.6361, -5.1340], [1.2407, 3.6428, -4.6938], [-4.0325, 0.3816, -2.4596], [-2.5109, 0.4071, -1.7172], [-2.4736, 0.1234, -0.4333], [-3.7556, -0.1827, 0.0329], [-4.0853, -0.6076, 1.3126], [-5.4069, -0.8634, 1.6011], [-6.4042, -0.7041, 0.6279], [-6.0890, -0.3104, -0.6543], [-4.7481, -0.0612, -0.9446], [-1.6110, 0.6130, -2.2897], [-3.3076, -0.7519, 2.0421], [-5.6847, -1.1962, 2.5927], [-7.4351, -0.9072, 0.8833], [-6.8549, -0.2057, -1.4105]],
  "mulliken_charge": [1.307, -1.175, 0.577, -1.300, -1.082, 0.691, 0.689, -1.533, -1.143, -1.422, -0.286, -1.321, -1.314, -0.140, -0.372, -1.075, -1.197, 0.079, 0.933, 0.397, 0.680, 0.217, 0.491, 0.351, 0.357, 0.583, 0.152, 0.499, 0.561, 0.527, 0.500, 0.260, 0.334, 0.640, 0.405, 0.556, 0.344, 0.484, 0.537, 0.362, 0.213, 0.613, 0.670, 0.568, 0.530, 0.756, -0.149, 0.169, -1.098, -0.264, -1.531, -0.243, 1.090, 0.187, 0.560, 0.651, 0.497, 0.133, -1.263, 0.481, -0.239, 0.079, -0.614, 0.259, -0.848, -1.228, 0.478, 0.347, 0.405, 0.452, -0.868, 0.414, 0.163, 0.357, 0.414, 0.415, 0.383, 0.460, -1.075, 0.406, -1.060, -1.000, -0.386, 0.425, 0.369, 0.354, 0.429, 0.335, 0.360, 0.449, 0.366, 0.284, -0.232, -0.429, 0.820, -1.817, 0.917, -1.203, -0.955, -0.525, 1.038, 0.030, 0.080, 0.548, 0.440, 0.483],
  "total_charge": 3,
  "gap_ev": [6.517, 6.776],
  "multiplicity": 2
}